Computed, not measured: a molecular structure, C36H27Cl2N4O5Ru, with ωB97M-V with the def2-TZVPD basis set.

The calculation puts the HOMO-LUMO gap (spin up / spin down) at 3.584 / 5.993 eV. Its expectation value of S² is 8.822. Its multiplicity is 6. The calculated total energy comes out at -81595.40489 eV. As for the HOMO energy (spin up / spin down): 0.464 / -1.946 eV. Its net charge is -2.

Geometry as XYZ:
```
75
Properties=species:S:1:pos:R:3:lowdin_spin:R:1
Ru -0.3442 -0.5513 -1.4731 3.489
O -0.4925 -0.0510 -3.6870 0.124
C -1.5584 -0.1557 -4.3891 0.041
C -1.4913 -0.6530 -5.7192 0.014
C -2.5844 -0.6791 -6.5582 0.050
C -3.8279 -0.2245 -6.1143 0.007
C -3.9429 0.2425 -4.8196 0.047
C -2.8519 0.2919 -3.9358 0.012
C -3.0499 0.8623 -2.6442 0.206
N -2.1971 0.8852 -1.6364 0.020
N -2.6152 1.6319 -0.6080 0.100
C -1.9663 1.6187 0.5334 0.154
O -0.9359 0.7011 0.7390 0.069
C -2.2897 2.5765 1.5428 0.071
C -1.4615 2.8144 2.6712 0.081
C -1.8165 3.7402 3.6300 0.010
C -2.9815 4.4954 3.5099 0.119
C -3.7811 4.3143 2.3758 0.012
C -3.4581 3.3785 1.4216 0.075
H -0.5217 -1.0009 -6.0561 -0.001
H -2.4743 -1.0497 -7.5727 0.004
H -4.6890 -0.2269 -6.7735 -0.001
H -4.9080 0.5930 -4.4642 0.002
H -4.0019 1.3714 -2.4763 0.011
H -0.5175 2.2912 2.7589 0.006
H -1.1679 3.9002 4.4851 -0.002
H -3.2558 5.2140 4.2730 0.010
H -4.6628 4.9339 2.2466 -0.002
H -4.0813 3.2271 0.5526 0.007
C -1.0764 -0.0764 1.9372 0.011
C -1.8442 -1.3655 1.7834 0.002
C -3.0149 -1.4158 1.0335 0.002
C -3.7498 -2.5906 0.9604 0.001
C -3.3244 -3.7229 1.6340 0.001
C -2.1501 -3.6817 2.3720 0.001
C -1.4190 -2.5088 2.4505 0.001
H -0.0638 -0.3032 2.2675 0.000
H -1.5768 0.5213 2.7042 0.004
H -3.3762 -0.5297 0.5264 0.001
H -4.6559 -2.6239 0.3685 0.000
H -3.8885 -4.6443 1.5591 0.000
H -1.7972 -4.5726 2.8777 0.000
H -0.4956 -2.4763 3.0169 0.000
Cl 6.0834 1.0400 -1.9851 0.000
C 4.5973 1.5947 -1.2544 0.001
C 3.7676 2.4017 -2.0047 0.000
C 2.5580 2.8064 -1.4713 0.001
C 2.2337 2.4585 -0.1729 0.001
C 3.1115 1.7040 0.5851 0.000
Cl 2.7117 1.4612 2.2494 0.001
C 4.3026 1.1807 0.0498 0.000
N 5.1986 0.3731 0.7560 0.000
C 4.7251 -0.6975 1.5966 0.000
C 5.0428 -0.6471 2.9485 0.000
C 4.5369 -1.5890 3.8252 0.000
C 3.7029 -2.5910 3.3467 0.000
C 3.4302 -2.6747 1.9939 0.000
C 3.9563 -1.7538 1.0870 0.001
C 3.5914 -1.8627 -0.3617 0.002
C 2.2393 -1.1330 -0.6511 0.009
O 2.1267 -0.5394 -1.7438 0.056
O 1.3745 -1.1917 0.2464 0.036
H 4.0560 2.6810 -3.0080 0.000
H 1.8697 3.3904 -2.0654 0.000
H 1.2962 2.7705 0.2661 0.000
H 5.9771 0.0926 0.1779 0.000
H 5.6370 0.1810 3.3127 0.000
H 4.7536 -1.5183 4.8843 0.000
H 3.2591 -3.3020 4.0334 0.000
H 2.7704 -3.4455 1.6156 0.000
H 3.3952 -2.9029 -0.6287 0.000
H 4.3516 -1.4587 -1.0289 0.000
O 0.3737 -4.8382 -1.0139 0.028
C -0.0818 -3.7587 -1.2885 0.037
N -0.5892 -2.7325 -1.5998 0.065
```

=====

Computed, not measured: a single C5H15N3 molecule at a distorted geometry, with ωB97M-V with the def2-TZVPD basis set.

As for the relative energy (zero: lowest compared OMol25 entry of this formula, charge and spin): 2.0504 eV. The calculation puts the HOMO-LUMO gap at 10.005 eV. The calculated total energy comes out at -9897.10085 eV. The structure (SMILES) is CNC[C@H](N)CCN. As for the HOMO energy: -8.958 eV.

Geometry as XYZ:
```
23
Properties=species:S:1:pos:R:3:mulliken_charge:R:1
C -2.3565 2.4762 -0.8726 -0.884
N -0.9340 2.0788 -0.6352 -0.352
C -0.6213 0.9148 0.2119 -1.158
C 0.3384 -0.0524 -0.6486 0.766
N -0.4882 -1.2796 -0.8045 -0.688
C 1.5758 -0.4281 0.1599 -1.179
C 1.5435 -1.3365 1.3890 -0.335
N 1.7915 -2.7486 0.8328 -0.649
H -2.9661 2.7923 -0.0249 0.296
H -2.3629 3.2661 -1.6140 0.290
H -2.8106 1.5604 -1.2625 0.308
H -0.5785 2.8625 -0.1071 0.237
H -1.4332 0.2541 0.4303 0.500
H -0.1739 1.2525 1.1173 0.388
H 0.6635 0.5301 -1.5288 0.203
H -1.3803 -0.9596 -1.1575 0.137
H -0.1582 -2.0773 -1.3152 0.229
H 2.0992 0.5277 0.3671 0.420
H 2.3597 -0.8735 -0.5036 0.434
H 0.7313 -1.2546 2.0931 0.284
H 2.4555 -1.1507 2.0736 0.300
H 0.9891 -2.9103 0.2382 0.217
H 1.7162 -3.4441 1.5612 0.235
```